C24H22ClNOPPdS | ωB97M-V with the def2-TZVPD basis set

```
! RIJCOSX wB97M-V def2-TZVPD def2/J DEFGRID3
* xyz 3 5
Pd 0.74648 -0.02499 1.37880
Cl 0.31150 2.31691 1.47505
C 1.10368 -1.81462 1.29337
O 1.33806 -2.95595 1.23467
P -0.25707 0.00400 -0.71875
C 0.65704 0.84222 -2.06538
C -0.62544 -1.62421 -1.46546
C -1.88464 0.82804 -0.65729
C -1.93390 -2.07215 -1.67692
C -2.16262 -3.33321 -2.23024
C -1.08973 -4.15209 -2.57818
C 0.21873 -3.70870 -2.37037
C 0.45030 -2.45452 -1.81457
H -2.77226 -1.43507 -1.41414
H -3.18253 -3.67184 -2.39089
H -1.26973 -5.13328 -3.00803
H 1.05897 -4.34418 -2.63446
H 1.46901 -2.11534 -1.64856
C 1.57153 1.85808 -1.75588
C 2.25597 2.51623 -2.77674
C 2.04074 2.16447 -4.11004
C 1.13460 1.15028 -4.42365
C 0.44569 0.49043 -3.40712
H 1.72894 2.13197 -0.71737
H 2.96246 3.30342 -2.52853
H 2.57982 2.67555 -4.90291
H 0.96624 0.86819 -5.45919
H -0.24996 -0.30575 -3.65474
C -2.37488 1.61667 -1.70278
C -3.63690 2.20274 -1.60231
C -4.41557 2.00039 -0.46275
C -3.92907 1.21359 0.58351
C -2.66587 0.63554 0.49093
H -1.76699 1.78395 -2.58652
H -4.00850 2.82297 -2.41327
H -5.39566 2.46279 -0.38536
H -4.52826 1.06183 1.47704
H -2.26159 0.04479 1.30982
H 2.37329 4.61573 0.53216
H 1.71798 4.83623 0.80543
S -0.56672 -0.37594 3.32066
C 0.79682 -0.49769 4.21566
N 1.64924 0.56497 4.31901
C 2.81236 0.48267 5.02266
C 3.16025 -0.70538 5.66673
C 2.30423 -1.80349 5.58082
C 1.11523 -1.70554 4.85056
H 1.42598 1.46780 3.84678
H 3.47333 1.33860 5.08051
H 4.08601 -0.77364 6.22456
H 2.56402 -2.73035 6.07487
H 0.45939 -2.56315 4.77882
*
```

Calculated values
Molecular weight   545.4 g/mol
HOMO-LUMO gap (spin up / spin down)   0.25623 / 0.14319 hartree

Here are the Mulliken charges for atoms 1 to 8, given in e: atom 1 (Pd): -0.437, atom 2 (Cl): -0.343, atom 3 (C): 0.376, atom 4 (O): -0.243, atom 5 (P): 1.766, atom 6 (C): 0.536, atom 7 (C): 0.484, atom 8 (C): 0.379